Formula: C46H111N3O7
Source: OMol25
Level of theory: ωB97M-V/def2-TZVPD

Its calculated total energy is -2510.201646 Ha. As for the gap between HOMO and LUMO: 9.772 eV. Its SMILES is CC(N)=O.CC(N)=O.CC(N)=O.CCCCCC.CCCCCC.CCCCCC.CCCCCC.CCCCCC.CCCCCC.OCCO.OCCO. The LUMO energy is 0.02 eV. The HOMO energy is -9.7567 eV.

The geometry in XYZ format:
```
167
Properties=species:S:1:pos:R:3:lowdin_charge:R:1
O 0.93907 0.21427 -7.05989 0.0178
O -1.37964 -0.25821 -5.70857 -0.0938
O -3.56957 -1.78377 -6.72705 -0.0609
O 3.39108 -2.25093 -3.35209 0.0226
O -4.81970 -3.08199 -4.04048 -0.0588
O -6.08330 -1.44946 -2.30716 -0.0757
O -5.52669 -1.02200 2.19463 0.0419
N 1.72388 0.14991 -4.95606 0.1953
N -5.90126 0.12263 0.26787 0.1649
N 3.06239 -3.03414 -1.27694 0.1678
C -4.65653 -3.35990 -2.67317 -0.2563
C -2.55934 4.07222 3.81949 -0.2751
C -5.35040 -0.03041 1.51287 -0.5595
C -1.33065 0.20616 -0.35035 -0.2160
C 6.80706 -1.54107 1.13604 -0.2594
C 1.11415 -2.67791 -2.75674 -0.0009
C 2.39070 -3.40776 5.57946 -0.2761
C -2.22031 -2.23203 -6.77104 -0.2500
C -2.00454 0.19093 4.21476 -0.1208
C -2.74860 -1.14969 4.26292 -0.2544
C 0.16867 0.28667 -0.14161 -0.2325
C -1.59903 4.77935 1.56637 -0.2303
C -1.44707 -1.68311 -5.60354 -0.2401
C -1.54814 4.94673 3.09104 -0.2348
C 2.43490 -2.01592 4.94261 -0.1095
C 6.41762 1.56094 1.91580 -0.2623
C -3.65142 -3.19940 3.11511 -0.2389
C 1.76894 -0.19796 -6.26349 -0.5719
C -4.85682 -2.07593 -1.90998 -0.2363
C 2.60041 -2.61529 -2.49482 -0.5802
C -1.80839 0.43357 -1.79280 -0.2370
C 1.08224 3.41166 -4.75325 -0.1092
C 0.00726 5.93462 -6.16196 -0.2220
C 7.52686 -2.63267 1.94153 -0.1094
C -0.90237 6.84196 -5.32076 -0.2656
C 1.61716 4.82547 -4.43293 -0.2484
C 0.10607 -5.90398 4.71570 -0.1152
C 6.16626 0.32633 2.78697 -0.2268
C -1.02418 1.46148 -2.62248 -0.0983
C 1.45734 -6.55309 4.46380 -0.2841
C -2.31669 6.85283 -5.86828 -0.1209
C -4.55892 1.17248 1.96831 0.0001
C -2.59014 -2.09418 3.06699 -0.2152
C 7.15497 2.69089 2.62485 -0.1124
C -4.69509 -4.98033 4.61424 -0.1085
C 2.68897 -5.93105 5.11309 -0.2142
C 2.08536 -0.26196 1.46368 -0.0950
C 1.43115 5.81159 -5.57846 -0.2255
C 0.56462 -0.18261 1.26534 -0.2484
C 2.80860 -1.22704 -6.62702 0.0071
C 5.70276 -0.86857 1.97306 -0.2327
C 2.94532 -4.48304 4.66985 -0.2304
C -0.42074 5.43985 0.86708 -0.2841
C -2.79479 4.44647 5.29269 -0.1046
C -0.23598 4.94805 -0.54333 -0.1268
C -3.47238 -4.17534 4.26717 -0.2797
H 2.13850 5.72523 -6.40650 0.1060
H 2.24050 -1.30180 5.75341 0.0735
H 2.51346 -4.35801 3.66825 0.1098
H -1.96519 0.72661 3.26253 0.0364
H 0.03152 6.26507 -7.19759 0.1094
H 6.94218 1.24736 1.01066 0.0968
H 1.40807 -7.61022 4.74986 0.1028
H 0.99924 0.77280 -4.64274 0.0539
H 5.36190 0.57090 3.48927 0.1098
H 6.78383 -3.40166 2.16955 0.0667
H -3.44940 -3.77384 2.19344 0.1104
H 2.19779 -0.43537 -4.28543 0.0747
H 7.86790 -2.22935 2.89474 0.0693
H -2.26112 -1.66984 5.09394 0.0947
H -5.04613 -5.54239 3.74121 0.0734
H 8.32459 -3.08206 1.35554 0.0681
H -1.71889 1.85692 -3.35954 0.0784
H -4.65879 -2.80967 2.95761 0.0833
H -4.05501 -1.37411 -2.16465 0.1002
H -0.69937 -0.03310 -6.37248 0.0402
H -3.80514 -1.05269 4.51446 0.1107
H 0.72243 -0.31635 -0.87670 0.0986
H -2.41558 0.88973 4.94672 0.0673
H 8.19607 2.70051 2.27314 0.0690
H -2.17091 -3.32298 -6.87524 0.1153
H -2.57826 -4.77409 4.07160 0.0889
H -6.14195 1.02219 -0.10485 0.1042
H -4.38193 -3.68684 -4.64361 0.0934
H 0.46566 1.32275 -0.34289 0.1037
H 6.83033 3.67922 2.28765 0.0658
H 4.06932 -3.05802 -1.28081 0.1053
H 1.58884 -6.59705 3.37370 0.1032
H 7.53830 -0.82894 0.74583 0.0971
H 2.50227 0.74206 1.48688 0.0780
H 2.27928 -2.17388 -6.71738 0.0888
H 3.59277 -1.28399 -5.87352 0.0684
H -2.71692 -1.52790 2.13949 0.0889
H -1.48699 3.71316 1.31551 0.1054
H -1.99044 -1.82854 -4.66416 0.1119
H -1.70474 6.02113 3.26648 0.1172
H -1.84203 4.62461 5.78783 0.0715
H 3.37766 -1.68076 4.51358 0.0606
H -4.84932 -2.25941 -0.83646 0.1123
H -0.62051 -6.22407 3.97121 0.0644
H 2.65275 4.72449 -4.11217 0.1051
H -2.33225 6.78972 -6.95715 0.0708
H -1.64559 -0.80349 -0.06027 0.1019
H 0.42838 5.57688 -1.14303 0.0643
H 6.33494 -2.02291 0.27493 0.0918
H 1.43044 2.64343 -4.06734 0.0469
H -0.25430 -6.09474 5.72702 0.0804
H 1.03741 5.21222 -3.58782 0.0827
H -0.42888 -2.07352 -5.49811 0.1027
H -0.13291 1.06081 -3.10005 0.0367
H -3.67476 -3.78898 -2.43517 0.1216
H 4.02199 -4.32453 4.56102 0.1074
H 7.20214 2.67742 3.71086 0.0689
H 0.19327 -4.82051 4.58967 0.0535
H -1.75304 -1.90855 -7.71309 0.1214
H -0.48993 7.84906 -5.44615 0.1066
H -0.96421 -0.00094 4.49266 0.0682
H -0.81192 6.55818 -4.27268 0.1004
H -4.04428 0.96953 2.90376 0.0537
H -1.16057 5.02279 -1.13024 0.0797
H -1.61412 -2.58903 3.05782 0.1049
H 3.31354 -0.95891 -7.55253 0.0863
H -5.37985 -4.09824 -2.29434 0.1234
H -6.34153 -1.83864 -3.14865 0.0779
H -3.31674 5.40837 5.32171 0.0695
H 2.49602 -0.82007 0.62024 0.0529
H 7.04699 0.04438 3.37267 0.1115
H -1.69368 -0.53496 -2.29337 0.0875
H -6.28622 -0.68309 -0.19930 0.0755
H 0.74344 -1.65034 -2.66439 0.0621
H -0.52945 4.72800 3.42286 0.1132
H 2.50428 -5.96452 6.19256 0.1133
H 1.54924 3.18597 -5.71675 0.0850
H -0.40367 4.92093 -6.12445 0.0939
H -2.86140 7.75888 -5.58627 0.0664
H 1.66512 6.78462 -5.11525 0.1053
H -3.17595 -3.56101 5.12713 0.0963
H -3.80096 1.42741 1.23125 0.0651
H -3.44082 3.69185 5.73302 0.0648
H 0.05439 0.51498 1.93057 0.0991
H 2.95698 -3.34997 6.51639 0.1100
H 5.38760 -1.68442 2.63359 0.0956
H -4.47284 -5.71699 5.38350 0.0678
H -0.00235 3.42256 -4.79121 0.0653
H -2.56804 5.15113 1.23350 0.1187
H -1.82474 0.91287 0.32508 0.0924
H 2.48467 -3.53335 -0.62880 0.0993
H 5.43969 1.90492 1.56143 0.1030
H 2.20957 -0.84888 2.36972 0.0433
H -0.62130 2.27819 -2.01760 0.0523
H 1.37589 -3.63290 5.91400 0.0964
H 0.10031 3.91129 -0.57619 0.0524
H -5.29440 1.96222 2.13657 0.0914
H 0.16727 -1.20171 1.29555 0.1030
H -2.85718 0.72292 -1.83452 0.0973
H -3.51790 3.95555 3.31016 0.1018
H 1.59923 -1.89131 4.25086 0.0547
H 0.51997 5.35079 1.41777 0.1092
H -5.50960 -4.29635 4.85095 0.0772
H 3.53175 -6.56835 4.85075 0.1033
H 0.95601 -3.14940 -3.71711 0.0824
H -2.07273 3.08889 3.80695 0.0836
H -3.51315 -1.03571 -6.11859 0.0761
H 0.57444 -3.15398 -1.93428 0.0800
H -0.58924 6.52581 0.84834 0.1119
H -2.94917 6.03708 -5.50562 0.0706
H 4.84704 -0.58341 1.35904 0.0860
```